Entry from the Open Molecules 2025 dataset: a molecular structure, C11H21N4O5Zn (ωB97M-V/def2-TZVPD).

Geometry as XYZ:
```
42
Properties=species:S:1:pos:R:3
Zn -0.47157 0.48907 0.05889
O 2.79715 3.85770 0.43013
C 2.21511 2.67704 0.30212
O 1.08300 2.51274 -0.09937
C 3.13185 1.52159 0.65927
O 2.36543 0.42074 1.05688
C 2.02736 0.40258 2.44288
C 0.62273 -0.18927 2.62654
O 0.45542 -1.07586 3.44034
O -0.32099 0.38346 1.93122
H 2.19894 4.57067 0.16878
H 3.86267 1.82410 1.41063
H 3.66099 1.23988 -0.25250
H 2.00532 1.41644 2.85832
H 2.75148 -0.19852 2.98831
N -1.49530 2.17751 -0.62908
C -2.64707 2.07495 -1.56249
C -3.80343 1.27604 -0.96957
C -3.51830 -0.20687 -0.77174
N -2.49153 -0.42446 0.26854
H -1.81279 2.59842 0.24231
H -0.80738 2.82876 -0.99741
H -2.29826 1.60043 -2.48076
H -3.00230 3.07370 -1.81792
H -4.65638 1.37121 -1.64148
H -4.09825 1.72224 -0.01220
H -3.14258 -0.63679 -1.70312
H -4.44908 -0.71836 -0.52055
H -2.37383 -1.42131 0.41504
H -2.81020 -0.06223 1.16419
C 1.61430 -4.38382 0.00908
N 1.25909 -3.10301 -0.59401
C 1.72115 -2.58409 -1.77870
C 1.11044 -1.37893 -1.93085
N 0.27363 -1.16116 -0.85947
C 0.39617 -2.22097 -0.07292
H 2.53374 -4.75159 -0.43541
H 0.82697 -5.11641 -0.15644
H 1.76326 -4.25400 1.07789
H 2.42064 -3.11092 -2.40609
H 1.19901 -0.67084 -2.73863
H -0.09662 -2.36985 0.87935
```

Properties
Electronic energy, eV: -76360.929
Highest occupied orbital energy, Eh: -0.4420
Lowest unoccupied orbital energy, eV: -2.4
Net charge: +1